Formula: C30H29FN5O3S2Tc
Source: OMol25
Level of theory: ωB97M-V/def2-TZVPD

Output
Spin multiplicity ... 2
Lowest unoccupied orbital energy (alpha / beta) ... -8.426 / -8.923 eV
Expectation value of S² ... 0.76
Net charge ... +3
Calculated total energy ... -2636.22478 a.u.

Each line ends with the Löwdin spin population.
Geometry (Å):
Tc (0.0723, -0.0865, -0.4226)  0.76
F (0.6275, 3.3327, 5.4070)  0.00
C (-0.1408, 3.6071, 4.3461)  0.00
C (-0.0022, 2.8656, 3.2192)  0.00
C (-0.7619, 3.1816, 2.0748)  0.00
C (-0.6472, 2.4012, 0.8714)  0.00
O (0.2171, 1.4273, 0.8641)  0.03
C (-1.4448, 2.7708, -0.2173)  0.01
C (-2.2902, 3.8637, -0.0901)  0.00
N (-2.3933, 4.5949, 1.0070)  0.00
C (-3.3507, 5.7004, 1.0451)  0.00
C (-3.4956, 6.5775, -0.1570)  0.00
C (-2.8307, 7.1072, 1.0774)  0.00
C (-1.6413, 4.2726, 2.1336)  0.00
C (-1.7833, 5.0117, 3.3188)  0.00
C (-1.0449, 4.6973, 4.4431)  0.00
N (-1.1021, 5.4342, 5.6270)  0.00
C (-1.4021, 4.7283, 6.8728)  0.00
C (-0.8332, 5.4898, 8.0531)  0.00
N (-1.4078, 6.8812, 8.0635)  0.00
C (-1.1839, 7.5864, 6.7543)  0.00
C (-1.7214, 6.7477, 5.6049)  0.00
C (-1.4387, 2.1472, -1.5737)  0.01
O (-1.9891, 2.6301, -2.5100)  0.00
O (-0.7521, 0.9710, -1.7042)  0.05
H (0.7063, 2.0502, 3.1967)  0.00
H (-2.9059, 4.1508, -0.9318)  0.00
H (-4.2377, 5.4540, 1.6143)  0.00
H (-4.4941, 6.9096, -0.3998)  0.00
H (-2.8623, 6.3958, -1.0145)  0.00
H (-3.3607, 7.8243, 1.6886)  0.00
H (-1.7579, 7.2419, 1.0316)  0.00
H (-2.4926, 5.8233, 3.3473)  0.00
H (-0.9686, 3.7341, 6.8709)  0.00
H (-2.4901, 4.6132, 6.9921)  0.00
H (0.2474, 5.5925, 7.9710)  0.00
H (-1.0858, 5.0155, 8.9993)  0.00
H (-0.9946, 7.4253, 8.8242)  0.00
H (-2.4111, 6.8321, 8.2598)  0.00
H (-0.1095, 7.7304, 6.6561)  0.00
H (-1.6773, 8.5549, 6.8065)  0.00
H (-1.4582, 7.2681, 4.6851)  0.00
H (-2.8193, 6.6884, 5.6601)  0.00
S (-1.6906, -3.5320, 2.0584)  0.09
C (-1.0860, -2.4266, 1.1865)  0.03
N (-0.5847, -1.5652, 0.4831)  0.03
N (1.9663, -0.0552, -0.6096)  -0.01
S (2.6966, -1.1256, -1.6584)  0.00
C (3.8043, -2.0965, -0.7043)  0.00
C (3.4921, -3.4481, -0.5999)  0.00
C (4.3262, -4.2621, 0.1529)  0.00
C (5.4364, -3.7180, 0.7814)  0.00
C (5.7331, -2.3618, 0.6665)  0.00
C (4.9198, -1.5349, -0.0852)  0.00
C (3.7396, -0.1080, -2.6811)  0.00
C (4.8516, -0.7024, -3.2656)  0.00
C (5.6024, 0.0467, -4.1582)  0.00
C (5.2383, 1.3532, -4.4546)  0.00
C (4.1145, 1.9212, -3.8704)  0.00
C (3.3434, 1.1880, -2.9812)  0.00
H (2.5937, 0.5349, -0.0656)  0.00
H (2.6280, -3.8579, -1.1078)  0.00
H (4.1137, -5.3186, 0.2388)  0.00
H (6.0882, -4.3572, 1.3619)  0.00
H (6.6085, -1.9538, 1.1527)  0.00
H (5.1618, -0.4863, -0.2075)  0.00
H (5.1354, -1.7207, -3.0359)  0.00
H (6.4729, -0.3956, -4.6225)  0.00
H (5.8312, 1.9298, -5.1515)  0.00
H (3.8294, 2.9353, -4.1142)  0.00
H (2.4527, 1.6186, -2.5447)  0.00

=====

Formula: C30H29LaN11O3S2
Source: OMol25
Level of theory: ωB97M-V/def2-TZVPD

Output
Lowest unoccupied orbital energy ... -2.956 eV
Net charge ... +1
Calculated total energy ... -2816.64083 a.u.

Each line ends with the Mulliken charge.
Geometry (Å):
La (0.3140, 0.8343, -0.9106)  1.57
C (3.3629, -2.3111, 1.7308)  -1.90
C (2.7562, -1.1423, 1.0190)  0.38
N (2.1933, -1.1656, -0.1277)  0.55
N (2.1122, -2.3387, -0.8219)  -0.56
C (1.8484, -2.3238, -2.1508)  0.52
N (1.7853, -3.5247, -2.7344)  -0.42
S (1.6572, -0.9254, -3.0617)  -0.42
C (2.8019, 0.1951, 1.6730)  0.91
C (3.0327, 0.3208, 3.0337)  -0.99
C (3.0372, 1.5912, 3.5947)  -0.68
C (2.8366, 2.6837, 2.7758)  -1.09
C (2.6184, 2.4616, 1.4217)  0.29
N (2.5904, 1.2518, 0.8764)  0.14
H (3.6132, -3.1375, 1.0679)  0.53
H (4.2854, -2.0112, 2.2244)  0.49
H (2.6797, -2.6789, 2.5009)  0.30
H (2.3135, -3.2114, -0.3555)  0.20
H (1.8547, -4.3883, -2.2223)  0.18
H (1.5823, -3.5633, -3.7180)  0.25
H (3.1836, -0.5487, 3.6570)  0.41
H (3.1955, 1.7177, 4.6570)  0.44
H (2.8381, 3.6920, 3.1642)  0.47
H (2.4521, 3.2946, 0.7470)  0.25
O (-0.6372, 5.0231, -2.2810)  -0.74
C (-0.1135, 4.0117, -1.8297)  0.15
N (-0.7106, 2.9204, -1.3237)  0.04
C (-2.1459, 2.8287, -1.5734)  -1.27
C (-2.3876, 1.8936, -2.7390)  0.85
C (-3.3414, 2.1662, -3.7104)  -0.92
C (-3.5057, 1.2848, -4.7641)  -0.41
C (-2.7105, 0.1505, -4.8178)  -0.93
C (-1.7885, -0.0552, -3.8101)  -0.31
N (-1.6235, 0.7908, -2.7874)  0.48
C (1.4052, 3.9169, -1.8922)  0.32
C (2.1597, 5.0634, -2.0976)  -0.64
C (3.5294, 4.9380, -2.2472)  -0.43
C (4.1022, 3.6732, -2.2094)  -0.80
C (3.2786, 2.5838, -2.0010)  -0.22
N (1.9575, 2.7000, -1.8345)  0.38
H (-2.5673, 3.8074, -1.8063)  0.56
H (-2.6636, 2.4362, -0.6895)  0.20
H (-3.9269, 3.0722, -3.6381)  0.48
H (-4.2320, 1.4867, -5.5401)  0.41
H (-2.7921, -0.5616, -5.6267)  0.45
H (-1.1540, -0.9314, -3.8034)  0.40
H (1.6476, 6.0129, -2.1536)  0.53
H (4.1448, 5.8137, -2.4060)  0.45
H (5.1649, 3.5298, -2.3430)  0.44
H (3.6756, 1.5761, -1.9587)  0.37
N (-1.2076, -3.6168, 6.1472)  -0.51
C (-1.2806, -2.8193, 5.0327)  0.93
C (-0.4723, -3.0834, 3.9160)  -0.93
C (-0.5159, -2.2542, 2.8159)  -0.24
C (-1.3619, -1.1526, 2.8051)  -0.35
C (-2.1793, -0.8873, 3.8948)  -0.76
C (-2.1347, -1.7105, 5.0017)  -0.76
S (-1.3772, -0.0710, 1.4392)  1.53
O (-2.5161, 0.7900, 1.5525)  -0.71
O (-0.0715, 0.6554, 1.4489)  -0.57
N (-1.2410, -0.8947, 0.0886)  0.24
C (-2.3407, -1.6155, -0.3315)  0.03
N (-3.3905, -1.7884, 0.4658)  -0.46
C (-4.3848, -2.5233, -0.0252)  -0.26
C (-4.3397, -3.1015, -1.2794)  -0.77
C (-3.1707, -2.9056, -2.0014)  -0.14
N (-2.1564, -2.1805, -1.5466)  -0.37
H (-0.8125, -4.5355, 6.0472)  0.22
H (-1.9456, -3.5470, 6.8263)  0.22
H (0.1755, -3.9518, 3.9202)  0.32
H (0.0894, -2.4729, 1.9428)  0.50
H (-2.8536, -0.0432, 3.8642)  0.54
H (-2.7722, -1.5034, 5.8517)  0.32
H (-5.2474, -2.6548, 0.6184)  0.45
H (-5.1592, -3.6871, -1.6674)  0.40
H (-3.0437, -3.3490, -2.9840)  0.46

=====

What max |F| values result from the calculations? In sequence: 0.00631 0.03187 Eh/bohr.
What relative energy (zero: lowest compared OMol25 entry of this formula, charge and spin) values result from the calculations? In sequence: 0.000 0.158 eV.